# C78H175N9O14

A 12-piece molecular cluster, C78H175N9O14 overall in a non-equilibrium geometry (ωB97M-V with the def2-TZVPD basis set, the Open Molecules 2025 dataset).

Results
* orbital gap: 8.20 eV
* SMILES: CC1(C)CCCC(C)(C)N1O.CC1(C)CCCC(C)(C)N1O.CC1(C)CCCC(C)(C)N1O.CC1(C)CCCC(C)(C)N1O.CC1(C)CCCC(C)(C)N1O.CC1(C)CCCC(C)(C)N1O.CC1(C)CCCC(C)(C)N1O.COCCNCCOC.COCCNCCOC.CO.CO.CO
* calculated total energy: -4622.274850 Eh

Atoms and positions in Å:
C (11.08, 22.96, 24.37)
O (10.51, 22.82, 23.05)
C (11.18, 23.44, 21.97)
C (10.27, 23.36, 20.76)
N (9.13, 24.27, 20.93)
C (8.21, 24.44, 19.83)
C (7.04, 25.36, 20.11)
O (6.07, 24.73, 20.83)
C (4.82, 25.21, 20.76)
H (10.63, 22.21, 25.02)
H (11.06, 24.03, 24.55)
H (12.10, 22.57, 24.39)
H (12.04, 22.84, 21.68)
H (11.48, 24.46, 22.22)
H (10.00, 22.31, 20.63)
H (10.90, 23.59, 19.90)
H (8.58, 23.79, 21.63)
H (7.80, 23.45, 19.63)
H (8.71, 24.77, 18.91)
H (6.56, 25.65, 19.17)
H (7.36, 26.28, 20.59)
H (4.45, 25.51, 19.78)
H (4.52, 25.99, 21.46)
H (4.18, 24.44, 21.20)
C (11.51, 17.65, 22.34)
O (10.73, 16.44, 22.54)
C (9.28, 16.56, 22.25)
C (8.86, 15.98, 20.86)
N (9.15, 14.51, 20.87)
C (8.81, 13.81, 19.63)
C (7.25, 13.86, 19.19)
O (7.01, 12.94, 18.09)
C (6.93, 11.63, 18.51)
H (12.46, 17.66, 22.87)
H (10.90, 18.46, 22.74)
H (11.62, 17.69, 21.26)
H (8.96, 17.60, 22.21)
H (8.71, 16.13, 23.08)
H (9.35, 16.37, 19.96)
H (7.80, 16.14, 20.66)
H (10.08, 14.41, 21.27)
H (9.26, 12.83, 19.77)
H (9.39, 14.23, 18.81)
H (6.94, 14.88, 18.99)
H (6.67, 13.56, 20.06)
H (6.95, 11.02, 17.61)
H (5.93, 11.41, 18.90)
H (7.66, 11.31, 19.25)
C (5.51, 18.93, 21.16)
C (4.45, 18.47, 22.12)
C (3.75, 17.20, 21.47)
C (2.90, 16.48, 22.55)
C (3.76, 15.99, 23.62)
C (4.46, 17.18, 24.37)
N (5.08, 18.14, 23.36)
O (5.90, 19.08, 23.92)
C (3.32, 17.86, 25.23)
C (5.62, 16.63, 25.32)
C (3.44, 19.61, 22.37)
H (6.37, 18.29, 21.35)
H (5.68, 20.00, 21.24)
H (5.37, 18.84, 20.08)
H (3.13, 17.38, 20.60)
H (4.44, 16.39, 21.22)
H (2.15, 15.74, 22.25)
H (2.36, 17.32, 22.99)
H (4.63, 15.46, 23.23)
H (3.22, 15.36, 24.32)
H (3.47, 18.88, 25.58)
H (2.30, 17.95, 24.87)
H (3.24, 17.23, 26.11)
H (6.32, 16.01, 24.77)
H (6.04, 17.45, 25.90)
H (5.23, 15.95, 26.08)
H (3.83, 20.62, 22.44)
H (2.74, 19.46, 23.20)
H (2.71, 19.63, 21.57)
H (6.79, 19.00, 23.58)
C (17.32, 18.16, 27.65)
C (15.87, 18.47, 27.09)
C (15.14, 17.08, 27.30)
C (13.58, 17.12, 27.32)
C (13.05, 18.48, 26.92)
C (13.66, 19.56, 27.71)
N (15.11, 19.43, 27.87)
O (15.83, 20.31, 28.67)
C (13.23, 20.85, 27.00)
C (13.06, 19.61, 29.15)
C (16.02, 19.07, 25.70)
H (18.00, 18.99, 27.47)
H (17.67, 17.33, 27.03)
H (17.33, 17.86, 28.70)
H (15.40, 16.47, 26.44)
H (15.53, 16.44, 28.09)
H (13.10, 16.74, 28.22)
H (13.14, 16.43, 26.61)
H (11.98, 18.38, 27.15)
H (13.35, 18.47, 25.88)
H (13.96, 21.20, 26.27)
H (12.26, 20.75, 26.51)
H (13.15, 21.68, 27.71)
H (11.98, 19.74, 29.04)
H (13.24, 18.66, 29.65)
H (13.36, 20.46, 29.77)
H (16.55, 18.33, 25.10)
H (16.52, 20.04, 25.70)
H (15.00, 19.27, 25.37)
H (16.07, 19.91, 29.51)
C (16.20, 17.01, 18.63)
C (16.35, 18.57, 18.95)
C (14.91, 19.19, 18.85)
C (13.97, 18.88, 19.97)
C (14.73, 19.41, 21.27)
C (16.17, 18.89, 21.55)
N (16.91, 18.92, 20.28)
O (18.21, 18.45, 20.51)
C (16.76, 19.91, 22.45)
C (16.14, 17.55, 22.24)
C (17.22, 19.34, 17.86)
H (17.16, 16.53, 18.82)
H (16.06, 16.83, 17.57)
H (15.43, 16.58, 19.27)
H (14.86, 20.28, 18.81)
H (14.47, 18.88, 17.91)
H (13.70, 17.84, 20.16)
H (13.14, 19.58, 19.88)
H (14.05, 19.15, 22.08)
H (14.82, 20.49, 21.12)
H (17.03, 20.78, 21.87)
H (16.06, 20.15, 23.25)
H (17.74, 19.67, 22.86)
H (17.20, 17.37, 22.43)
H (15.51, 17.59, 23.13)
H (15.77, 16.80, 21.55)
H (18.00, 18.68, 17.47)
H (17.86, 20.17, 18.14)
H (16.57, 19.62, 17.03)
H (18.64, 19.27, 20.76)
C (17.54, 24.65, 22.43)
C (16.22, 25.45, 22.76)
C (15.04, 24.68, 22.17)
C (14.78, 23.50, 23.18)
C (14.34, 23.94, 24.62)
C (15.51, 24.73, 25.22)
N (15.92, 25.80, 24.16)
O (16.96, 26.49, 24.70)
C (15.00, 25.49, 26.49)
C (16.69, 23.79, 25.70)
C (16.43, 26.72, 21.90)
H (18.41, 25.31, 22.41)
H (17.65, 24.12, 21.48)
H (17.76, 23.86, 23.14)
H (14.09, 25.21, 22.28)
H (15.21, 24.27, 21.17)
H (15.67, 22.88, 23.30)
H (14.13, 22.78, 22.67)
H (14.20, 23.03, 25.20)
H (13.37, 24.43, 24.64)
H (15.96, 25.82, 26.89)
H (14.39, 26.38, 26.31)
H (14.58, 24.96, 27.35)
H (16.96, 23.09, 24.91)
H (17.49, 24.49, 25.95)
H (16.42, 23.21, 26.59)
H (17.15, 27.43, 22.33)
H (15.44, 27.18, 21.88)
H (16.69, 26.48, 20.87)
H (17.61, 25.78, 24.78)
C (9.09, 12.43, 29.08)
C (10.20, 13.46, 28.59)
C (10.42, 13.24, 27.10)
C (9.21, 13.82, 26.29)
C (9.02, 15.31, 26.60)
C (8.81, 15.56, 28.08)
N (9.82, 14.87, 28.93)
O (9.46, 15.01, 30.33)
C (9.13, 17.09, 28.36)
C (7.35, 15.31, 28.46)
C (11.50, 13.02, 29.23)
H (9.45, 11.41, 29.01)
H (8.11, 12.47, 28.59)
H (8.95, 12.65, 30.14)
H (11.26, 13.71, 26.58)
H (10.38, 12.21, 26.73)
H (8.32, 13.23, 26.49)
H (9.48, 13.70, 25.25)
H (8.43, 15.94, 25.93)
H (9.96, 15.63, 26.15)
H (8.42, 17.72, 27.82)
H (9.27, 17.26, 29.43)
H (10.04, 17.35, 27.82)
H (7.34, 15.18, 29.54)
H (6.79, 16.21, 28.22)
H (7.16, 14.33, 28.04)
H (11.23, 12.63, 30.22)
H (11.97, 14.00, 29.14)
H (12.13, 12.29, 28.74)
H (10.26, 15.27, 30.80)
C (5.40, 23.56, 29.98)
C (6.86, 22.96, 30.32)
C (7.12, 21.70, 29.38)
C (7.68, 22.04, 28.04)
C (8.91, 23.04, 28.22)
C (8.58, 24.28, 29.03)
N (7.94, 23.99, 30.28)
O (7.90, 25.07, 31.18)
C (9.91, 24.97, 29.20)
C (7.63, 25.25, 28.10)
C (6.74, 22.41, 31.78)
H (5.21, 24.35, 30.72)
H (4.55, 22.88, 30.00)
H (5.36, 23.98, 28.97)
H (7.85, 21.03, 29.82)
H (6.26, 21.16, 28.98)
H (7.00, 22.63, 27.42)
H (7.99, 21.16, 27.47)
H (9.36, 23.27, 27.25)
H (9.64, 22.56, 28.87)
H (10.72, 24.90, 28.47)
H (9.78, 26.05, 29.30)
H (10.34, 24.66, 30.16)
H (7.20, 24.61, 27.32)
H (7.12, 25.96, 28.74)
H (8.25, 25.92, 27.50)
H (5.90, 22.92, 32.25)
H (7.58, 22.55, 32.46)
H (6.53, 21.34, 31.84)
H (8.42, 24.81, 31.95)
C (3.56, 23.82, 26.97)
C (2.81, 23.72, 25.52)
C (2.75, 22.19, 25.04)
C (1.73, 21.33, 25.65)
C (0.27, 21.98, 25.56)
C (0.26, 23.48, 26.08)
N (1.39, 24.28, 25.50)
O (1.21, 25.68, 25.60)
C (-1.12, 23.95, 25.51)
C (0.29, 23.49, 27.64)
C (3.53, 24.57, 24.46)
H (4.59, 23.71, 26.66)
H (3.45, 24.85, 27.34)
H (3.28, 23.15, 27.78)
H (2.50, 22.28, 23.99)
H (3.74, 21.76, 25.19)
H (1.82, 20.30, 25.29)
H (1.94, 21.33, 26.72)
H (-0.36, 21.36, 26.20)
H (-0.11, 21.88, 24.54)
H (-1.95, 23.34, 25.89)
H (-1.11, 23.97, 24.42)
H (-1.24, 24.98, 25.82)
H (-0.67, 23.18, 28.05)
H (0.41, 24.50, 28.02)
H (1.14, 22.95, 28.05)
H (3.53, 25.59, 24.83)
H (4.54, 24.21, 24.27)
H (3.03, 24.59, 23.49)
H (1.33, 25.84, 24.66)
C (9.34, 19.72, 24.91)
O (9.37, 20.09, 23.56)
H (9.48, 18.66, 25.12)
H (10.25, 20.18, 25.30)
H (8.45, 20.12, 25.39)
H (9.97, 20.84, 23.57)
C (6.58, 22.57, 23.23)
O (6.21, 22.09, 24.45)
H (7.04, 23.53, 23.45)
H (7.29, 21.91, 22.73)
H (5.77, 22.70, 22.51)
H (5.78, 21.23, 24.47)
C (8.86, 20.21, 19.35)
O (9.92, 19.86, 20.19)
H (8.33, 19.29, 19.09)
H (8.15, 20.77, 19.95)
H (9.04, 20.86, 18.50)
H (9.59, 19.63, 21.06)


# C17H35B2FN4O4

A 3-piece molecular cluster, C17H35B2FN4O4 overall in a non-equilibrium geometry (ωB97M-V with the def2-TZVPD basis set, the Open Molecules 2025 dataset).

Results
* orbital gap: 8.49 eV
* SMILES: CCCN[C@@](OC(=O)[C@H](C)F)(B(N)O)B(O)CC.CCCC#N.CCCC#N
* calculated total energy: -1338.387589 Eh
* energy above the lowest of the compared OMol25 structures with the same formula, charge and spin: 17.1 kcal/mol

Atoms and positions in Å:
C (0.38, 0.17, 2.15)
C (-0.01, -1.23, 1.70)
C (0.61, -1.68, 0.33)
N (1.53, -0.67, -0.18)
C (1.74, -0.75, -1.64)
O (3.04, -0.13, -1.93)
C (3.02, 1.22, -1.96)
O (2.66, 1.93, -1.11)
C (3.60, 1.76, -3.26)
C (5.09, 1.44, -3.24)
F (3.45, 3.10, -3.31)
B (1.89, -2.27, -2.17)
N (3.18, -2.89, -2.23)
O (0.75, -2.96, -2.57)
B (0.55, -0.11, -2.50)
O (0.58, -0.34, -3.88)
C (-0.62, 0.74, -1.90)
C (-1.86, -0.12, -1.52)
H (-0.03, 0.93, 1.51)
H (1.45, 0.30, 2.26)
H (-0.05, 0.32, 3.14)
H (0.30, -1.93, 2.46)
H (-1.09, -1.32, 1.62)
H (-0.22, -1.85, -0.33)
H (1.12, -2.62, 0.56)
H (2.44, -0.79, 0.24)
H (3.12, 1.25, -4.09)
H (5.56, 1.67, -4.19)
H (5.55, 1.96, -2.42)
H (5.19, 0.38, -3.02)
H (3.04, -3.89, -2.20)
H (3.71, -2.62, -1.41)
H (0.73, -3.02, -3.53)
H (0.98, 0.43, -4.32)
H (-0.97, 1.40, -2.70)
H (-0.33, 1.38, -1.08)
H (-2.76, 0.21, -2.02)
H (-2.02, -0.02, -0.45)
H (-1.73, -1.16, -1.78)
C (-2.32, 5.35, -1.51)
C (-2.17, 5.71, -0.03)
C (-1.30, 4.72, 0.74)
C (-1.89, 3.38, 0.78)
N (-2.35, 2.33, 0.79)
H (-2.82, 4.39, -1.63)
H (-2.92, 6.10, -2.02)
H (-1.35, 5.30, -2.00)
H (-3.16, 5.77, 0.43)
H (-1.72, 6.70, 0.05)
H (-1.16, 5.07, 1.76)
H (-0.30, 4.66, 0.29)
C (-2.73, -3.08, 5.53)
C (-3.29, -3.83, 4.32)
C (-2.38, -4.97, 3.85)
C (-1.09, -4.49, 3.37)
N (-0.07, -4.10, 3.01)
H (-1.78, -2.60, 5.29)
H (-3.42, -2.30, 5.85)
H (-2.57, -3.76, 6.37)
H (-3.45, -3.12, 3.50)
H (-4.26, -4.24, 4.58)
H (-2.87, -5.51, 3.04)
H (-2.23, -5.68, 4.66)


# C3H6N2O2S

One molecule with the formula C3H6N2O2S in a non-equilibrium geometry (ωB97M-V with the def2-TZVPD basis set, the Open Molecules 2025 dataset).

Results
* orbital gap: 9.16 eV
* SMILES: O/N=C/CC(=S)NO
* calculated total energy: -775.956858 Eh
* energy above the lowest of the compared OMol25 structures with the same formula, charge and spin: 115.0 kcal/mol

Atoms and positions in Å:
C (0.18, -1.09, 0.24)
C (0.94, 0.04, 0.92)
C (0.98, 1.34, 0.05)
H (-1.74, 0.84, 0.41)
H (-1.78, -1.70, 0.05)
H (0.45, 0.41, 1.88)
H (1.98, -0.22, 1.24)
H (1.81, 2.08, 0.00)
H (-1.21, 3.08, -1.16)
N (-1.20, -0.94, 0.33)
N (-0.15, 1.76, -0.40)
O (-1.73, 0.06, 1.04)
O (-0.29, 3.00, -1.00)
S (0.85, -2.28, -0.60)


# C5H13NO

C5H13NO as an isolated structure in a non-equilibrium geometry (ωB97M-V with the def2-TZVPD basis set, the Open Molecules 2025 dataset).

Results
* orbital gap: 8.73 eV
* calculated total energy: -328.162927 Eh
* energy above the lowest of the compared OMol25 structures with the same formula, charge and spin: 97.8 kcal/mol

Atoms and positions in Å:
C (0.45, 0.25, -0.63)
C (-0.76, -0.28, -0.08)
C (-0.42, -1.68, 2.23)
C (1.23, 1.27, 0.15)
C (-1.06, 1.23, -1.54)
N (1.13, -0.51, -1.53)
O (0.10, -1.53, 0.96)
H (1.02, -1.51, -1.43)
H (2.05, -0.20, -1.79)
H (-1.31, -1.03, -0.64)
H (-1.26, 0.27, 0.70)
H (-1.33, -2.31, 2.26)
H (-0.70, -0.71, 2.70)
H (0.31, -2.14, 2.91)
H (1.86, 1.87, -0.51)
H (1.85, 0.73, 0.86)
H (0.57, 1.93, 0.70)
H (-0.95, 0.84, -2.55)
H (-0.66, 2.24, -1.45)
H (-2.12, 1.26, -1.28)


# C15H35N5O5Rb

C15H35N5O5Rb as an isolated structure in a non-equilibrium geometry (ωB97M-V with the def2-TZVPD basis set, the Open Molecules 2025 dataset).

Results
* orbital gap: 9.93 eV
* calculated total energy: -1266.595074 Eh
* energy above the lowest of the compared OMol25 structures with the same formula, charge and spin: 0.0 kcal/mol
* charge: +1

Atoms and positions in Å:
Rb (0.06, 0.40, 0.23)
C (1.13, -4.12, 2.13)
C (0.18, -3.00, 2.46)
O (-0.21, -2.21, 1.62)
N (-0.18, -2.91, 3.76)
C (-1.15, -1.93, 4.23)
H (2.10, -3.71, 1.84)
H (0.72, -4.68, 1.29)
H (1.26, -4.82, 2.95)
H (0.25, -3.57, 4.38)
H (-2.08, -2.01, 3.66)
H (-0.76, -0.92, 4.19)
H (-1.37, -2.14, 5.27)
C (4.50, 1.71, 0.21)
C (3.37, 2.67, 0.44)
O (2.20, 2.29, 0.45)
N (3.71, 3.95, 0.70)
C (2.74, 4.98, 0.94)
H (4.41, 0.89, 0.91)
H (5.49, 2.16, 0.26)
H (4.43, 1.32, -0.81)
H (4.68, 4.18, 0.79)
H (2.93, 5.88, 0.35)
H (2.72, 5.29, 1.99)
H (1.76, 4.59, 0.67)
C (-1.62, 4.82, 0.97)
C (-1.03, 4.17, -0.25)
O (-1.21, 2.98, -0.48)
N (-0.38, 4.96, -1.12)
C (0.27, 4.41, -2.33)
H (-2.70, 4.74, 0.90)
H (-1.38, 5.89, 1.03)
H (-1.24, 4.35, 1.88)
H (-0.05, 5.89, -0.89)
H (-0.21, 3.48, -2.58)
H (1.32, 4.22, -2.12)
H (0.16, 5.13, -3.14)
C (-3.73, -2.63, -1.79)
C (-3.06, -2.08, -0.55)
O (-2.40, -1.04, -0.54)
N (-3.05, -2.88, 0.55)
C (-3.72, -4.16, 0.68)
H (-3.16, -3.49, -2.11)
H (-3.78, -1.83, -2.53)
H (-4.77, -2.87, -1.55)
H (-2.33, -2.61, 1.20)
H (-4.76, -4.10, 0.37)
H (-3.71, -4.48, 1.71)
H (-3.24, -4.95, 0.09)
C (1.49, -3.27, -1.79)
C (1.10, -1.87, -2.24)
O (1.74, -0.91, -1.83)
N (0.08, -1.78, -3.11)
C (-0.35, -0.48, -3.65)
H (0.67, -3.98, -1.81)
H (1.87, -3.18, -0.77)
H (2.29, -3.62, -2.44)
H (-0.53, -2.57, -3.21)
H (0.51, 0.13, -3.87)
H (-1.07, 0.00, -2.99)
H (-0.88, -0.68, -4.59)


# C5H12O2

A 2-piece molecular cluster, C5H12O2 overall (ωB97M-V with the def2-TZVPD basis set, the Open Molecules 2025 dataset).

Results
* orbital gap: 10.08 eV
* SMILES: C=C[C@@H](C)O.CO
* calculated total energy: -348.132673 Eh
* energy above the lowest of the compared OMol25 structures with the same formula, charge and spin: 45.3 kcal/mol

Atoms and positions in Å:
C (2.05, -0.99, 1.17)
C (0.54, 1.63, 0.81)
C (0.09, 1.06, -0.30)
O (1.27, -1.33, 0.05)
C (-1.27, 0.41, -0.41)
C (-1.54, -0.17, -1.79)
O (-1.38, -0.60, 0.60)
H (2.54, -1.89, 1.55)
H (2.83, -0.27, 0.88)
H (1.49, -0.53, 2.00)
H (-0.05, 1.62, 1.72)
H (1.51, 2.10, 0.85)
H (0.70, 1.05, -1.20)
H (0.33, -1.37, 0.33)
H (-2.00, 1.20, -0.20)
H (-0.88, -1.02, -1.98)
H (-2.58, -0.51, -1.88)
H (-1.37, 0.58, -2.57)
H (-2.25, -1.02, 0.50)


# C3H5O3Pm

C3H5O3Pm as an isolated structure in a non-equilibrium geometry (ωB97M-V with the def2-TZVPD basis set, the Open Molecules 2025 dataset).

Results
* 2S+1: 5
* ⟨S²⟩: 6.121
* orbital gap (alpha / beta): 5.55 / 5.75 eV
* calculated total energy: -951.143706 Eh

Atoms and positions in Å:
C (-0.54, 0.39, 0.63)
O (-1.46, 0.36, 1.45)
O (0.71, -0.11, 0.53)
O (-0.98, 0.66, -0.62)
C (1.05, -0.42, -0.82)
C (-0.20, -0.03, -1.60)
H (1.27, -1.49, -0.87)
H (1.94, 0.16, -1.10)
H (-0.76, -0.89, -1.98)
H (0.01, 0.67, -2.42)
Pm (-1.34, -0.20, 4.22)
H (0.30, 0.89, 2.60)


# C4H7NO

One molecule with the formula C4H7NO in a non-equilibrium geometry (ωB97M-V with the def2-TZVPD basis set, the Open Molecules 2025 dataset).

Results
* orbital gap (alpha / beta): 9.30 / 7.38 eV
* calculated total energy: -286.442189 Eh
* energy above the lowest of the compared OMol25 structures with the same formula, charge and spin: 118.9 kcal/mol

Atoms and positions in Å:
N (-1.80, -0.06, -0.12)
C (-0.80, -0.43, 0.64)
C (-0.38, 0.25, 1.76)
C (0.55, 0.86, -0.92)
C (0.92, -0.57, -0.81)
O (0.14, -1.31, 0.11)
H (-1.90, -0.72, -0.89)
H (-1.04, 0.99, 2.20)
H (0.46, -0.10, 2.34)
H (1.13, 1.40, -1.67)
H (-0.20, 1.41, -0.39)
H (1.98, -0.65, -0.51)
H (0.87, -1.04, -1.81)


# C5H15N2

A 2-piece molecular cluster, C5H15N2 overall in a non-equilibrium geometry (ωB97M-V with the def2-TZVPD basis set, the Open Molecules 2025 dataset).

Results
* orbital gap: 9.20 eV
* calculated total energy: -308.717074 Eh
* energy above the lowest of the compared OMol25 structures with the same formula, charge and spin: 47.4 kcal/mol
* charge: +1

Atoms and positions in Å:
C (-1.25, 1.01, -2.91)
C (-0.91, 0.38, -1.55)
N (0.58, -0.09, -1.55)
C (1.17, -0.47, -0.24)
H (-1.10, 0.28, -3.73)
H (-2.30, 1.29, -2.90)
H (-0.69, 1.92, -3.10)
H (-1.03, 1.15, -0.76)
H (-1.55, -0.49, -1.31)
H (1.18, 0.67, -1.95)
H (0.68, -0.85, -2.20)
H (1.00, 0.33, 0.48)
H (2.24, -0.55, -0.49)
H (0.76, -1.44, 0.08)
C (-0.74, -0.48, 2.35)
C (1.34, -0.16, 3.32)
N (0.22, 0.32, 3.00)
H (-1.67, -0.40, 2.96)
H (-0.52, -1.52, 2.23)
H (-0.97, -0.13, 1.33)
H (2.13, 0.52, 3.70)
H (1.42, -1.28, 3.27)